Entry 1:
A structure of composition C14H16NO4S5SiV, computed with ωB97M-V/def2-TZVPD.

```
42
Properties=species:S:1:pos:R:3:forces:R:3
V 0.50494 0.08156 0.15109 0.12 0.19 -0.34
S 6.47351 2.66800 -3.35182 0.02 0.00 -0.04
S 3.51880 2.34246 -3.10880 -0.02 0.04 -0.05
S 5.19812 1.06083 -1.19210 0.05 -0.01 0.05
S 2.90808 -0.13975 0.36231 -0.18 -0.03 -0.02
S 0.94901 1.36487 -1.85035 0.08 -0.13 0.17
Si 0.23543 3.02681 1.72601 -0.11 -0.04 0.05
O 1.20304 -3.89120 1.70983 -0.01 -0.13 -0.07
O 0.87960 -1.71268 1.66051 -0.01 0.01 0.24
O -1.54719 0.65514 -0.75894 -0.08 0.09 0.01
O -2.94044 0.03888 -2.41878 -0.01 0.04 -0.01
N -0.48692 -1.67363 -0.48889 -0.02 0.01 -0.14
C -1.92150 -2.70030 -2.15748 0.06 0.13 0.11
C -1.96861 -0.22908 -1.52154 0.12 -0.27 0.09
C -0.57810 -4.04955 -0.68130 0.11 0.04 0.22
C -0.13961 -2.89362 -0.08167 -0.03 -0.23 -0.13
C -1.46832 -1.56053 -1.45263 -0.09 0.24 -0.09
C -1.46379 -3.93225 -1.79654 -0.03 -0.01 -0.06
C 5.13469 2.05329 -2.59534 -0.06 -0.02 0.06
C 2.03119 3.44792 1.44633 0.16 -0.02 -0.05
C -0.81990 3.83276 0.40995 -0.06 0.08 -0.12
C 3.48077 0.82728 -0.96428 0.06 -0.08 0.08
C -0.26019 3.81953 3.36529 -0.01 0.05 0.08
C 0.69646 -2.79070 1.15076 0.06 0.02 0.02
C 2.68895 1.43031 -1.87022 -0.12 0.08 -0.07
C -0.06448 1.20469 1.79050 0.02 -0.11 -0.01
H 2.66264 2.93230 2.17464 0.02 0.02 -0.02
H 1.00707 -4.65470 1.15229 0.01 0.01 0.00
H 0.33613 3.41512 4.18716 -0.01 0.00 0.02
H -0.30259 -5.02992 -0.31415 0.01 0.01 0.01
H 2.35551 3.13252 0.45270 0.03 -0.02 -0.03
H -0.57355 3.43745 -0.57759 -0.02 0.02 0.04
H 2.20357 4.52371 1.53731 0.01 0.01 0.01
H 0.44912 0.77508 2.65977 -0.01 -0.02 0.00
H -0.11190 4.90300 3.34160 -0.01 0.01 0.02
H -1.14427 1.03601 1.90769 0.01 -0.02 0.00
H -3.09466 0.99155 -2.34576 -0.02 -0.01 -0.02
H -2.63881 -2.57726 -2.95715 0.00 0.02 -0.01
H -1.87935 3.64243 0.59986 -0.02 0.00 -0.01
H -1.79796 -4.81641 -2.32161 0.01 -0.02 0.02
H -0.66228 4.91473 0.40136 -0.02 0.02 -0.01
H -1.31268 3.62606 3.58848 0.00 0.00 0.01
```
Positions in Å, forces in eV/Å.

- calculated total energy (a.u.) = -4123.44154
- net charge = -1
- frontier orbital gap (spin up / spin down) (eV) = 5.92 / 6.22
- 2S+1 = 4

Entry 2:
A cluster of 2 separate species, C14H16O2 in total in a non-equilibrium geometry, computed with ωB97M-V/def2-TZVPD.

```
32
Properties=species:S:1:pos:R:3:forces:R:3
O 2.45981 1.77284 -2.06382 -1.21 -0.09 -2.23
O -1.64796 0.61842 3.20403 0.89 3.25 -0.37
C 1.94227 -0.14937 0.96722 -0.51 0.89 -0.71
C -1.86684 0.18467 -0.88156 1.06 -0.43 -0.43
C 1.17898 -1.47812 -0.97816 0.45 4.05 -1.41
C -1.65835 -0.95910 -0.06615 -1.29 -0.37 1.25
C 1.26430 -2.52158 1.19227 -3.63 1.43 1.55
C 2.29101 0.90544 0.14535 -0.20 0.23 -1.12
C 2.08625 0.65693 -1.29320 -0.73 2.71 -0.32
C -1.46774 -0.83396 1.33328 -1.04 3.02 -2.35
C 1.38952 -1.27764 0.34759 1.67 -3.02 1.26
C -1.69827 1.63633 1.01481 0.68 0.43 -0.08
C -2.06395 -0.11900 -2.34231 -0.99 -0.26 -1.58
C 1.37204 -0.39434 -1.87368 2.55 0.36 5.36
C -1.80702 1.49628 -0.38832 0.20 -1.44 2.10
C -1.52910 0.50307 1.80143 -0.78 -1.03 1.52
H 2.01188 1.80655 -3.00632 1.28 -0.55 3.02
H -1.97751 -1.25162 -2.41975 -0.40 1.47 -0.40
H 0.61932 -2.11412 2.09161 0.85 -1.31 -1.37
H 0.79246 -2.23226 -1.56325 -0.97 -2.67 0.22
H -1.56680 1.64309 3.42255 -0.30 -3.29 -0.57
H 2.12769 -2.88200 1.70691 0.84 -0.50 -0.38
H 0.63844 -3.25119 0.60520 0.95 0.24 1.04
H -3.12848 0.23931 -2.63524 1.69 -0.83 0.16
H -1.45968 -1.62479 2.02056 0.09 -0.97 0.67
H 2.59696 1.94915 0.55582 -0.33 -2.12 -1.16
H -1.84532 2.36321 -1.00192 -0.19 0.41 -0.58
H -1.65322 2.61345 1.58510 -0.25 -0.99 -1.13
H -1.91498 -2.00043 -0.46685 0.87 1.64 0.35
H 1.95723 -0.09545 2.07144 0.18 -0.03 -0.78
H -1.34521 0.32141 -3.13433 -0.92 -0.43 1.60
H 1.05377 -0.51212 -2.82463 -0.50 0.21 -3.12
```
Positions in Å, forces in eV/Å.

- calculated total energy (a.u.) = -693.45030
- SMILES string = Cc1ccc(O)cc1.Cc1ccc(O)cc1
- frontier orbital gap (eV) = 8.66
- 2S+1 = 1

Entry 3:
A cluster of 2 separate species, C14H16O2 in total in a non-equilibrium geometry, computed with ωB97M-V/def2-TZVPD.

```
32
Properties=species:S:1:pos:R:3:forces:R:3
O -0.05378 3.45577 3.12026 0.19 0.19 0.21
O 0.23716 -3.30123 -1.16431 -0.07 -0.12 -0.57
C -0.28058 -1.00410 -1.41341 -0.71 0.01 -0.33
C 2.85017 1.37127 2.29340 0.31 -0.24 0.16
C -0.62654 -2.32585 -1.68514 0.80 -0.08 1.22
C -3.36751 0.75932 -2.67060 0.73 0.70 -0.87
C 2.10561 2.46214 2.70809 0.03 0.00 0.62
C 0.72409 2.36996 2.80932 -0.09 0.46 -0.57
C -2.34706 -0.32920 -2.45972 0.01 0.37 0.80
C -2.65768 -1.65776 -2.69191 0.06 -0.14 -0.04
C 0.09158 1.18441 2.48440 0.39 -0.54 0.01
C 2.98112 -0.87933 1.14034 0.25 -0.08 0.51
C 0.85007 0.11980 2.02772 0.77 -0.15 0.33
C -1.82111 -2.68999 -2.25688 0.40 0.47 -0.95
C -1.13184 -0.00022 -1.83786 -0.53 -0.27 0.16
C 2.24223 0.18152 1.91190 -0.66 0.64 -0.90
H -0.95288 1.03872 -1.59081 0.18 -0.01 0.03
H 0.55556 -0.81433 -0.76390 0.37 0.15 -0.18
H -4.39325 0.44971 -2.63625 -0.45 -0.53 -0.23
H 0.49987 4.25151 3.17775 -0.20 -0.43 0.02
H -3.29701 1.54783 -1.93692 0.28 0.10 0.53
H 3.52242 -1.52906 1.81375 0.20 -0.39 0.19
H 2.58926 3.37344 3.04914 0.07 -0.03 -0.18
H 3.72328 -0.46085 0.46582 0.00 0.22 -0.07
H -0.96299 1.04539 2.57477 -0.56 0.27 0.07
H -3.56676 -1.84514 -3.24079 -0.25 -0.36 0.13
H -1.96262 -3.73947 -2.47654 -0.38 0.03 0.11
H 0.96628 -3.40948 -1.79131 -0.15 -0.02 0.25
H 2.31039 -1.49429 0.55030 -0.17 -0.10 0.00
H -3.16939 1.29004 -3.61259 -0.28 -0.24 -0.05
H 0.40634 -0.83305 1.80028 -0.49 -0.10 -0.22
H 3.93560 1.41254 2.30171 -0.06 0.24 -0.21
```
Positions in Å, forces in eV/Å.

- calculated total energy (a.u.) = -693.53727
- SMILES string = Cc1ccc(O)cc1.Cc1ccc(O)cc1
- frontier orbital gap (eV) = 9.18
- 2S+1 = 1

Entry 4:
A structure of composition C14H17AgBrN4, computed with ωB97M-V/def2-TZVPD.

```
37
Properties=species:S:1:pos:R:3:forces:R:3
Ag 0.55144 -0.57891 0.97804 -0.13 0.09 0.01
Br 1.19593 -1.35351 3.17957 0.03 -0.08 0.01
N 5.88951 1.93605 -1.31834 0.01 0.00 -0.01
N -0.84685 1.02041 0.02914 0.05 -0.02 -0.01
N -1.08260 -2.21215 0.12810 -0.02 -0.05 0.16
N 2.37394 0.32205 0.18918 -0.01 0.03 0.00
C -1.04488 -1.78373 1.32461 0.09 0.02 -0.14
C -1.56273 1.88508 -0.19809 0.03 -0.08 0.00
C 2.41280 0.90923 -1.01745 0.00 0.00 0.00
C 3.51855 0.27887 0.88960 0.03 0.01 0.00
C -3.08663 -3.34914 0.65498 -0.04 -0.01 0.02
C -2.46202 2.98932 -0.51108 -0.02 0.05 -0.02
C -2.98761 -2.83980 1.95437 -0.01 0.00 0.02
C -2.09650 -3.00509 -0.25266 0.02 0.02 0.03
C -4.21166 -4.25962 0.24794 0.00 0.01 -0.01
C -1.88467 3.90338 -1.59629 -0.02 0.01 0.00
C 4.74770 1.40886 -0.83067 -0.01 0.00 0.02
C 3.54761 1.45284 -1.56079 0.01 0.00 0.02
C 4.70235 0.79959 0.43331 -0.02 -0.01 -0.01
C -1.93462 -2.02404 2.34625 -0.01 0.00 -0.09
H -0.94021 4.33955 -1.27648 0.00 0.00 0.00
H -2.63932 3.53603 0.41631 -0.01 0.00 -0.01
H 5.92458 2.33434 -2.23854 0.00 0.00 0.00
H -3.84158 -5.26784 0.05957 0.00 0.00 0.00
H -2.09391 -3.36081 -1.27419 0.00 0.01 -0.01
H 3.46389 -0.19835 1.85975 0.00 0.00 0.00
H -4.69034 -3.90588 -0.66486 0.00 -0.01 0.00
H -2.58542 4.71116 -1.79514 0.00 0.00 0.00
H -3.74688 -3.09797 2.68272 0.00 0.00 0.00
H 3.51089 1.90791 -2.54120 0.00 0.00 0.00
H -1.81416 -1.62991 3.34123 0.00 -0.01 0.01
H -1.72166 3.35517 -2.52236 0.00 0.00 0.00
H 1.48001 0.93979 -1.56684 0.00 0.00 0.00
H 5.58880 0.73380 1.04925 0.00 0.00 0.00
H -3.41400 2.55519 -0.82030 0.00 0.01 0.00
H 6.74921 1.86892 -0.80508 0.00 0.00 0.00
H -4.96896 -4.32081 1.02645 0.00 0.01 0.00
```
Positions in Å, forces in eV/Å.

- calculated total energy (a.u.) = -3483.46203
- net charge = +1
- frontier orbital gap (eV) = 7.49
- 2S+1 = 1

Entry 5:
A structure of composition C14H17BF4FeN2O5S3, computed with ωB97M-V/def2-TZVPD.

```
47
Properties=species:S:1:pos:R:3:forces:R:3
Fe -1.01916 -0.58654 -0.04683 0.13 0.47 0.01
S 0.89115 -2.35835 0.14217 -0.10 -0.07 0.02
S -1.15580 -0.78599 2.46577 0.08 -0.10 0.11
S 1.06383 0.68696 -0.91398 -0.10 -0.07 -0.08
F -2.34087 -4.59409 -1.24202 0.05 -0.13 -0.08
F -2.83962 -3.52884 0.72990 0.01 0.01 0.19
F -1.82041 -2.37187 -0.97996 0.05 0.12 -0.10
F -4.01424 -3.03018 -1.17552 -0.13 0.06 -0.09
O -3.37474 -0.43585 0.16050 -0.05 -0.05 0.10
O -2.00298 0.27370 -2.10410 -0.07 -0.01 0.04
O -1.43531 1.48546 0.29566 -0.14 -0.21 -0.12
O -5.31973 -0.32586 -0.93167 0.02 -0.02 0.01
O -2.33157 3.40113 -0.42868 -0.01 0.12 0.00
N -0.30230 1.69236 2.78023 0.11 -0.17 0.25
N 1.34499 0.08279 2.75449 0.06 -0.23 -0.04
C 2.24509 -1.76572 -0.67599 0.12 0.03 -0.01
C 4.56210 -0.86083 -2.01002 0.00 -0.07 0.03
C -1.91990 1.70429 -2.02586 0.05 -0.07 -0.05
C -1.92585 2.25469 -0.59118 0.03 0.03 -0.08
C -3.98518 -0.33119 -0.87114 -0.01 -0.04 -0.06
C 2.31880 -0.41797 -1.16934 0.15 -0.06 0.02
C 2.43471 1.04984 2.68881 0.02 0.04 0.04
C 1.94020 2.36828 2.11635 -0.01 0.01 -0.02
C 0.66183 2.78071 2.82736 0.02 -0.02 -0.03
C 0.05111 0.40873 2.67930 -0.16 0.19 -0.12
C 4.49094 -2.18739 -1.51978 0.06 0.01 -0.05
C 3.51032 -0.01120 -1.83786 -0.11 0.00 0.03
C 3.37180 -2.61812 -0.87469 -0.05 0.04 0.03
C -3.32435 -0.20604 -2.22322 0.01 0.01 0.00
B -2.78040 -3.43309 -0.64348 0.00 -0.06 0.00
H -1.21919 1.87424 2.39434 0.00 0.03 -0.06
H -0.95800 1.97000 -2.46897 -0.05 0.02 0.02
H 3.55476 1.00482 -2.20816 -0.01 0.01 -0.01
H 0.20654 3.64441 2.34476 0.00 -0.01 -0.02
H 1.53353 -0.88324 2.51362 -0.05 0.14 0.07
H -3.92369 0.43210 -2.87736 0.01 -0.01 0.01
H 3.21919 0.62447 2.06230 0.00 0.02 -0.02
H 2.70700 3.13624 2.22862 0.00 -0.02 0.03
H -5.63370 -0.55948 -0.04392 0.01 0.00 -0.04
H 1.72814 2.24129 1.05428 0.02 0.01 0.02
H 2.84737 1.20072 3.69234 0.02 0.00 -0.02
H 3.30497 -3.63189 -0.50353 -0.02 -0.02 0.02
H 5.45364 -0.52311 -2.52315 0.02 0.01 -0.01
H -2.72019 2.16207 -2.60938 0.00 0.00 0.04
H 0.86693 3.04464 3.87066 0.01 0.01 -0.01
H -3.28699 -1.21465 -2.63650 0.01 0.03 0.02
H 5.32522 -2.86247 -1.66518 0.01 0.00 0.00
```
Positions in Å, forces in eV/Å.

- calculated total energy (a.u.) = -3912.43183
- net charge = -1
- frontier orbital gap (spin up / spin down) (eV) = 7.39 / 5.83
- 2S+1 = 6

Entry 6:
A structure of composition C14H17BrCoN7O2 in a non-equilibrium geometry, computed with ωB97M-V/def2-TZVPD.

```
42
Properties=species:S:1:pos:R:3:forces:R:3
Br -3.59482 3.22800 -4.39926 0.04 -0.07 0.07
Co -0.19389 -0.20434 0.11187 1.73 0.82 0.32
O 1.39168 1.39462 0.13540 -0.60 -0.33 -0.12
O 3.30589 0.78143 1.13995 -0.13 0.01 -0.04
N 2.22132 3.62161 -0.75923 0.08 -0.05 0.03
N -1.55388 -1.67924 0.26080 0.22 0.68 -0.65
N 1.04530 -1.13183 1.48798 -0.63 -0.25 0.09
N -2.81848 -3.42235 0.67516 -0.11 -0.09 -0.03
N -2.95314 -2.96769 -0.55029 0.03 0.26 0.22
N -3.74480 -3.58927 -1.46395 0.19 -0.42 -0.40
N -2.22948 -1.93910 -0.85034 -0.24 -0.25 0.03
C -2.74340 2.54222 -1.77168 0.07 0.14 0.04
C -0.77595 0.77243 -2.60867 0.09 0.05 0.05
C -1.92077 -2.58822 1.17079 0.13 0.14 0.01
C -2.53171 2.31438 -3.12033 -0.08 0.06 -0.08
C -1.54948 1.43872 -3.55106 0.13 0.08 -0.03
C -0.97099 0.96276 -1.24102 -0.90 -0.92 0.43
C 2.67000 1.59431 0.54028 0.35 0.04 0.10
C 1.63750 -1.45263 3.77736 0.04 -0.02 0.05
C 1.88109 -2.11768 1.15290 0.04 0.03 -0.08
C 3.16831 2.98776 0.15762 -0.17 -0.01 -0.03
C 0.93270 -0.80736 2.78095 0.07 0.05 0.01
C 2.62309 -2.81589 2.08552 0.06 -0.02 0.05
C -1.95882 1.86738 -0.84397 0.09 0.04 -0.12
C 2.49683 -2.48267 3.42466 -0.01 0.05 -0.05
H -0.00427 0.09681 -2.96590 -0.09 -0.09 -0.02
H 3.28813 -3.60524 1.76517 -0.01 0.02 -0.02
H -1.39092 1.27826 -4.60913 0.00 0.01 0.00
H -4.46444 -4.13750 -1.01937 -0.08 0.11 0.15
H 0.26375 0.01248 3.01853 -0.02 -0.03 -0.01
H 3.23557 3.54948 1.08956 0.01 0.02 0.01
H 1.51488 -1.15273 4.80859 -0.01 0.01 -0.02
H 2.03857 4.58649 -0.52356 -0.03 0.00 0.02
H 2.54312 3.59139 -1.71783 -0.02 0.01 -0.01
H 1.16727 2.22794 -0.37734 -0.09 -0.09 -0.02
H -3.50943 3.23571 -1.45081 0.01 0.00 -0.01
H 1.96891 -2.34152 0.09638 -0.05 -0.03 0.01
H -4.05031 -2.96238 -2.19303 -0.05 0.16 0.10
H -2.13287 2.06663 0.21010 -0.09 -0.08 0.00
H -1.54834 -2.64214 2.17924 0.02 0.01 -0.04
H 4.18095 2.89766 -0.23183 0.01 -0.07 -0.01
H 3.06533 -3.00869 4.17980 -0.01 0.00 -0.01
```
Positions in Å, forces in eV/Å.

- calculated total energy (a.u.) = -5033.96165
- net charge = +1
- frontier orbital gap (spin up / spin down) (eV) = 7.93 / 8.01
- 2S+1 = 2

We obtain relative energy (zero: lowest compared OMol25 entry of this formula, charge and spin) values of 0.000; 2.891; 0.524; 1.588; 0.475; 1.048 eV for the records listed above, in that order.